{"formula": "C18H48O6", "method": "the ωB97M-V functional and the def2-TZVPD basis", "e_lumo_ev": 0.4, "e_above_lowest_kcal_mol": 44.7, "total_energy_ha": -1165.9720, "e_homo_ev": -10.156, "homo_lumo_gap_ev": 10.6, "species": ["C", "C", "C", "O", "H", "H", "H", "H", "H", "H", "H", "H", "C", "C", "C", "O", "H", "H", "H", "H", "H", "H", "H", "H", "C", "C", "C", "O", "H", "H", "H", "H", "H", "H", "H", "H", "C", "C", "C", "O", "H", "H", "H", "H", "H", "H", "H", "H", "C", "C", "C", "O", "H", "H", "H", "H", "H", "H", "H", "H", "C", "C", "C", "O", "H", "H", "H", "H", "H", "H", "H", "H"], "coordinates": [[-11.55140, 27.65455, -6.98024], [-10.38397, 27.37938, -6.01396], [-9.91699, 28.65619, -5.23698], [-10.85568, 26.47208, -5.06706], [-11.29830, 28.28366, -7.83363], [-12.45383, 28.08241, -6.54359], [-11.89150, 26.72707, -7.44090], [-9.59235, 26.87130, -6.56468], [-10.55507, 29.01221, -4.42815], [-9.83785, 29.51462, -5.90402], [-8.91253, 28.58986, -4.81894], [-11.35122, 25.76559, -5.48767], [-5.04887, 25.25223, -17.54664], [-5.20730, 26.14768, -16.37382], [-3.86416, 26.40917, -15.76381], [-5.72103, 27.44483, -16.73199], [-4.39741, 25.65668, -18.32132], [-5.97784, 25.04846, -18.07917], [-4.68906, 24.28108, -17.20679], [-5.90585, 25.73273, -15.64722], [-3.17069, 26.96663, -16.39345], [-3.40552, 25.42885, -15.63449], [-3.91302, 26.90431, -14.79399], [-5.83341, 27.99477, -15.95319], [-15.73942, 25.25870, -20.93237], [-16.71933, 24.46399, -20.07415], [-16.35112, 22.99932, -20.10535], [-16.51623, 24.94986, -18.75286], [-15.70826, 24.84928, -21.94208], [-14.73923, 25.27491, -20.49942], [-16.07434, 26.29337, -21.00574], [-17.73842, 24.67016, -20.40135], [-16.46006, 22.54064, -21.08812], [-17.04519, 22.49310, -19.43446], [-15.29675, 22.91630, -19.84169], [-16.70128, 25.89119, -18.78828], [-11.42501, 22.09344, -15.02874], [-12.36490, 22.92000, -14.14705], [-12.20341, 24.44173, -14.27730], [-13.68924, 22.53741, -14.45844], [-10.39383, 22.42158, -14.89799], [-11.72925, 22.29409, -16.05601], [-11.51690, 21.02107, -14.85649], [-12.25838, 22.59729, -13.11138], [-11.18959, 24.79589, -14.09066], [-12.93409, 24.90828, -13.61659], [-12.46915, 24.78613, -15.27674], [-13.99144, 23.04716, -15.21371], [-19.13929, 24.93076, -11.38975], [-18.28264, 24.79966, -10.13876], [-18.99006, 25.12530, -8.79310], [-17.69374, 23.49037, -10.10409], [-19.65142, 25.89251, -11.36040], [-19.96815, 24.22365, -11.35708], [-18.54847, 24.75702, -12.28910], [-17.53417, 25.59038, -10.19008], [-18.37384, 24.88801, -7.92588], [-19.89244, 24.55166, -8.58161], [-19.26534, 26.17241, -8.66704], [-17.23266, 23.36144, -10.93618], [-7.08261, 20.57076, -8.28644], [-6.84597, 20.82105, -9.73776], [-5.49597, 21.54346, -9.93876], [-6.88905, 19.69785, -10.55357], [-6.98236, 21.52001, -7.76016], [-6.30809, 19.90536, -7.90506], [-8.06719, 20.13818, -8.10873], [-7.66408, 21.44524, -10.09720], [-5.34214, 22.36370, -9.23760], [-5.40996, 22.02239, -10.91412], [-4.66285, 20.89141, -9.67637], [-7.48141, 19.09327, -10.10058]]}

=====

{"formula": "C22H43N2P3SSm", "method": "the ωB97M-V functional and the def2-TZVPD basis", "e_lumo_ev": [-10.7, -10.6], "e_above_lowest_kcal_mol": 0.0, "total_energy_ha": -3052.8486, "e_homo_ev": [-13.827, -13.827], "homo_lumo_gap_ev": [3.1, 3.2], "s2": 8.761, "multiplicity": 6, "total_charge": 3, "species": ["Sm", "P", "P", "P", "H", "C", "C", "H", "C", "C", "C", "C", "C", "C", "C", "C", "C", "H", "H", "H", "H", "H", "H", "H", "H", "H", "H", "H", "H", "H", "H", "H", "H", "H", "H", "H", "H", "H", "H", "H", "H", "H", "H", "H", "H", "H", "C", "C", "C", "C", "C", "C", "S", "H", "H", "H", "H", "H", "H", "N", "C", "C", "C", "C", "C", "N", "H", "H", "H", "H", "H", "H"], "coordinates": [[0.02490, -0.22444, 1.26765], [-1.86237, 1.96293, 1.01398], [-2.28039, -1.53067, 2.07365], [1.43544, 1.23723, -0.54537], [-1.34871, -2.06445, -0.65591], [-0.29009, -1.78988, -0.72586], [0.68307, -2.27556, 0.13729], [0.45795, -2.97737, 0.95362], [-2.95803, 2.02754, -0.45467], [-3.02731, 2.13461, 2.41961], [-1.09312, 3.62802, 1.01625], [-1.91636, -3.31943, 2.07808], [-2.78688, -1.21772, 3.79378], [-3.75319, -1.36625, 1.02967], [2.72128, 0.11480, -1.18927], [2.35891, 2.59594, 0.23092], [0.54690, 1.87147, -1.98576], [-0.07807, -1.11024, -1.55961], [1.73326, -1.93799, 0.10557], [-3.60920, 2.90556, -0.43684], [-3.58300, 1.13444, -0.51218], [-2.36568, 2.05749, -1.37139], [-3.61792, 3.05111, 2.33717], [-2.46318, 2.18187, 3.35486], [-3.71112, 1.28927, 2.50674], [-1.85515, 4.41139, 1.04314], [-0.45483, 3.79455, 0.14749], [-0.46207, 3.75559, 1.89961], [-2.77686, -3.88221, 2.44309], [-1.05740, -3.55187, 2.71653], [-1.65947, -3.65951, 1.07321], [-3.78607, -1.61693, 3.97262], [-2.79112, -0.14432, 3.99500], [-2.08174, -1.66807, 4.49792], [-4.48706, -2.12135, 1.31382], [-3.48491, -1.52064, -0.01898], [-4.21140, -0.37749, 1.08434], [3.39156, 0.64172, -1.86908], [2.27317, -0.73532, -1.70943], [3.29980, -0.30573, -0.35882], [2.96459, 3.08889, -0.52985], [3.00325, 2.20742, 1.02726], [1.68674, 3.31986, 0.69963], [1.26028, 2.25031, -2.71795], [-0.17053, 2.65018, -1.72064], [-0.02888, 1.06413, -2.44847], [2.01882, -0.75845, -6.11071], [1.28118, -0.49979, -7.28205], [1.11867, -1.50498, -8.23585], [1.69399, -2.76710, -8.03414], [2.43712, -3.02535, -6.87461], [2.60437, -2.02560, -5.91763], [2.22141, 0.45526, -4.87481], [1.52201, 1.46743, -5.44332], [0.85066, 0.49207, -7.40394], [0.54195, -1.30809, -9.13958], [1.56370, -3.55214, -8.78289], [2.88827, -4.00331, -6.70985], [3.17786, -2.19264, -5.00683], [1.05396, -1.90190, 3.92685], [1.26360, -0.61253, 4.30469], [1.77354, -0.27893, 5.57041], [1.90756, 1.07970, 5.87959], [1.52363, 2.06282, 4.94238], [1.02272, 1.65537, 3.72271], [0.90757, 0.34084, 3.40952], [0.82733, -2.17276, 2.95581], [1.33750, -2.65019, 4.52858], [2.04192, -1.11782, 6.23889], [2.31763, 1.38167, 6.84921], [1.62057, 3.12658, 5.14744], [0.69354, 2.33098, 2.91770]]}